Entry 1:
Below is a single C4H10ClN molecule in a non-equilibrium geometry, with properties calculated with the ωB97M-V functional and the def2-TZVPD basis.

```
! wB97M-V def2-TZVPD RIJCOSX def2/J DEFGRID3
* xyz 0 1
C -1.5182 -1.2612 0.2483
C 0.4388 0.2261 -0.5385
C -0.4303 1.3128 -0.0255
C 1.7418 0.4369 0.2346
H -2.2477 -0.4515 0.0310
H -2.0077 -2.1144 -0.2425
H -1.5078 -1.4204 1.3452
H 0.2950 -1.8532 -0.6455
H 0.7112 0.3141 -1.5725
H -1.4236 1.4743 -0.6488
H -0.8523 1.0354 0.9877
H 0.0559 2.2709 -0.0229
H 2.2569 1.3374 0.0005
H 1.6065 0.3727 1.2656
N -0.1919 -1.0398 -0.3932
Cl 3.0735 -0.6401 -0.0234
*
```

Summary:
HOMO (eV): -8.405
Largest force on an atom (hartree/bohr): 0.0774
Energy relative to the best compared isomer or geometry (same formula, charge and spin) (eV): 1.273
Structure (SMILES): CN[C@@H](C)CCl

***

Entry 2:
Below is 2 unconnected molecules or ions with the total composition C4H10ClNS in a non-equilibrium geometry, with properties calculated with the ωB97M-V functional and the def2-TZVPD basis.

```
! wB97M-V def2-TZVPD RIJCOSX def2/J DEFGRID3
* xyz 0 1
C 1.2651 -1.3047 -0.0077
C 1.1620 1.0526 -0.8242
C 0.6354 0.7828 1.4549
C 0.9935 -0.0143 0.2038
N -1.9161 -1.3692 -0.6970
S -3.0244 -0.9086 0.4400
Cl -3.5963 1.1016 -0.1225
H 1.0567 -1.9882 0.7907
H -1.0971 -0.8077 -0.7635
H 1.5375 -1.4685 -1.0479
H 1.0434 0.6452 -1.9214
H 2.1475 1.2500 -0.8994
H 0.5503 2.0304 -0.7421
H 1.0011 1.8065 1.5244
H -0.3824 1.0808 1.6006
H 0.8187 0.2220 2.3555
H -2.1949 -2.1107 -1.3441
*
```

Summary:
HOMO (eV): -8.820
Largest force on an atom (hartree/bohr): 0.0976
Energy relative to the best compared isomer or geometry (same formula, charge and spin) (eV): 1.155
Structure (SMILES): C=C(C)C.NSCl

***

Entry 3:
Below is 2 unconnected molecules or ions with the total composition C4H10ClNSi in a non-equilibrium geometry, with properties calculated with the ωB97M-V functional and the def2-TZVPD basis.

```
! wB97M-V def2-TZVPD RIJCOSX def2/J DEFGRID3
* xyz 0 1
C -0.9955 2.3430 -0.4711
C -2.1112 2.4037 0.2174
C 0.1656 3.0794 0.0071
C 0.8035 -4.2163 0.1304
N 1.2214 -2.9239 -0.3429
Si 0.1857 -1.5053 -0.6552
Cl 1.5398 -0.0993 -1.2395
H -0.7390 1.7795 -1.2959
H -2.1555 3.0768 1.1202
H 1.2233 2.5828 -0.0922
H 0.1357 3.4754 1.0772
H 0.4837 3.9928 -0.5233
H 1.3696 -5.0292 -0.5597
H 1.2364 -4.4142 1.2068
H -0.3812 -4.2927 0.0054
H 2.1076 -2.8096 -0.7948
H -3.0364 1.8835 0.0856
*
```

Summary:
HOMO (eV): -8.967
Largest force on an atom (hartree/bohr): 0.0962
Energy relative to the best compared isomer or geometry (same formula, charge and spin) (eV): 2.520

***

Entry 4:
Below is a molecular structure, C4H10ClO3P in a non-equilibrium geometry, with properties calculated with the ωB97M-V functional and the def2-TZVPD basis.

```
! wB97M-V def2-TZVPD RIJCOSX def2/J DEFGRID3
* xyz 0 1
C -1.1272 -2.1234 -0.7621
C -0.3807 3.0030 -0.2243
C 2.1095 -0.5131 0.1790
C -1.0355 -0.9395 0.1690
O -0.6931 0.7292 -1.9985
O 0.1428 1.7596 0.2449
O 1.4375 0.0319 -0.9112
P -0.1047 0.4470 -0.6844
Cl -2.6164 -0.0512 0.4835
H -2.1118 -2.6223 -0.8613
H -0.7283 -1.7292 -1.8024
H -0.5198 -3.0502 -0.4393
H -1.4711 2.9546 -0.2626
H 0.0491 3.4007 -1.1052
H -0.1821 3.8095 0.6065
H 1.9035 -0.0314 1.0750
H 3.1894 -0.4614 -0.1564
H 1.7703 -1.5600 0.3131
H -0.7817 -1.1937 1.2469
*
```

Summary:
HOMO (eV): -10.698
Largest force on an atom (hartree/bohr): 0.0748

***

The highest largest force on an atom belongs to which entry?
C4H10ClNS

***

Look up the largest force on an atom of the third one.
0.0962 hartree/bohr

***

Number 4 is which compound?
C4H10ClO3P